[1]
The following is a DFT calculation (the ωB97M-V functional and the def2-TZVPD basis) of 4 unconnected molecules or ions with the total composition C4H13NO2 at a distorted geometry.

Positions of all 20 atoms, in Å:
1 H -1.5725 0.5273 2.3366
2 H 0.3032 0.1036 -4.0052
3 N -1.4908 1.1057 1.4466
4 H 1.5001 1.7817 -1.7555
5 O 0.0700 -1.9664 2.1788
6 H -2.2978 0.7503 0.9934
7 H 0.8617 2.2770 -3.3813
8 C 0.7131 0.1959 -2.9826
9 H 0.5150 0.4889 1.2701
10 H -0.1197 1.4223 -0.1584
11 C -0.3604 0.6934 0.5679
12 H 0.5468 -1.8340 -3.2749
13 H 1.6616 -1.4496 -1.7265
14 H -0.2923 -1.3146 2.8920
15 H -1.2415 -0.2626 4.4583
16 C 0.8707 -1.1619 -2.4658
17 H -0.5100 -0.2514 0.0174
18 H 0.7366 -2.4637 2.5603
19 O -0.7876 -0.1647 3.6554
20 C 0.8938 1.5228 -2.6267

Computed properties:
- Maximum force: 0.0767 Eh/bohr
- Lowest unoccupied orbital energy: -4.539 eV
- Energy above the lowest of the compared OMol25 structures with the same formula, charge and spin: 799.2 kJ/mol
- HOMO level: -7.42 eV
- Total charge: 0

Here are the natural (NBO) charges for atoms 1 to 8, given in e: atom 1 (H): 0.434, atom 2 (H): 0.207, atom 3 (N): -0.715, atom 4 (H): 0.216, atom 5 (O): -1.047, atom 6 (H): 0.330, atom 7 (H): 0.215, atom 8 (C): -0.328

[2]
The following is a DFT calculation (the ωB97M-V functional and the def2-TZVPD basis) of 3 unconnected molecules or ions with the total composition C4H13NO2 at a distorted geometry.

Positions of all 20 atoms, in Å:
1 H 1.1384 -1.3245 -1.1424
2 H 2.1491 0.6028 -1.5681
3 H -2.4502 -2.0143 -0.7359
4 C 0.2748 -1.5656 -0.5182
5 N 0.2595 -2.8938 0.0115
6 C 0.5267 0.8650 -0.0315
7 H -0.6316 4.0728 3.4379
8 H 0.7281 3.3990 3.7145
9 C 1.2749 1.2200 -1.3172
10 H 0.6428 1.0808 -2.1867
11 H 0.9147 -3.3682 -0.5929
12 H -0.2021 1.6892 0.0378
13 O -0.0736 3.7292 4.1169
14 C -0.2134 -0.4275 0.0370
15 H -2.3536 -2.2450 -2.1688
16 H 1.6859 2.2267 -1.1843
17 O -2.9776 -2.3860 -1.4428
18 H -1.1194 -0.4543 0.6371
19 H -0.6904 -3.2566 0.0116
20 H 1.1168 1.0503 0.8846

Computed properties:
- Structure (SMILES): CC/C=C/N.O.O
- Maximum force: 0.0596 Eh/bohr
- Lowest unoccupied orbital energy: 0.637 eV
- Energy above the lowest of the compared OMol25 structures with the same formula, charge and spin: 173.0 kJ/mol
- HOMO level: -8.44 eV
- Total charge: 0

Here are the natural (NBO) charges for atoms 1 to 8, given in e: atom 1 (H): 0.172, atom 2 (H): 0.197, atom 3 (H): 0.460, atom 4 (C): -0.046, atom 5 (N): -0.812, atom 6 (C): -0.428, atom 7 (H): 0.469, atom 8 (H): 0.470

[3]
The following is a DFT calculation (the ωB97M-V functional and the def2-TZVPD basis) of 3 unconnected molecules or ions with the total composition C4H13NO2 at a distorted geometry.

Positions of all 20 atoms, in Å:
1 H 2.4755 -2.5549 -1.8104
2 C 2.3086 -1.5705 -1.3798
3 O -4.3569 -0.0460 3.2325
4 H 0.9052 2.7671 -0.4374
5 H -5.2631 0.2486 3.3889
6 H 0.3425 2.6320 1.1993
7 H -0.5807 -2.6982 0.4598
8 H 0.0337 0.6660 -1.7568
9 H -4.3995 -0.1874 2.2777
10 N 1.1636 -1.0905 -1.5882
11 C 0.9820 0.3487 -1.3289
12 H -0.6946 2.3252 -0.2082
13 O -0.9648 -2.5368 -0.4107
14 H 1.9091 0.7629 0.6096
15 C 0.9108 0.7872 0.1653
16 H -0.4238 -1.7853 -0.7150
17 H 1.8729 0.8353 -1.7338
18 H 3.1358 -1.0544 -0.8912
19 C 0.2667 2.1583 0.2224
20 H 0.3768 -0.0073 0.7050

Computed properties:
- Structure (SMILES): C=NCCC.O.O
- Maximum force: 0.0426 Eh/bohr
- Lowest unoccupied orbital energy: 0.746 eV
- Energy above the lowest of the compared OMol25 structures with the same formula, charge and spin: 151.5 kJ/mol
- HOMO level: -9.89 eV
- Total charge: 0

Here are the natural (NBO) charges for atoms 1 to 8, given in e: atom 1 (H): 0.181, atom 2 (C): -0.041, atom 3 (O): -0.929, atom 4 (H): 0.199, atom 5 (H): 0.463, atom 6 (H): 0.218, atom 7 (H): 0.456, atom 8 (H): 0.202

[4]
The following is a DFT calculation (the ωB97M-V functional and the def2-TZVPD basis) of 2 unconnected molecules or ions with the total composition C4H13NO2 at a distorted geometry.

Positions of all 20 atoms, in Å:
1 H 3.0742 -0.0348 -1.4855
2 C -1.1823 -1.4585 0.2478
3 H -0.6426 1.0147 1.7063
4 H -1.1531 2.1824 -0.6170
5 H -2.1099 -1.0302 0.6649
6 C -0.0308 -0.4474 0.1216
7 H 0.2517 -0.0254 -1.8668
8 H -1.3661 -1.9690 -0.6943
9 H 1.1346 0.8617 1.2906
10 H 1.2422 -0.8964 2.4777
11 H -2.1259 0.7444 -0.9310
12 O 0.3465 -0.5495 2.5233
13 O 2.9280 0.3703 -0.6348
14 H -1.0224 -2.1506 1.0761
15 H 0.8713 -1.0497 0.0038
16 H -1.1502 1.6141 -2.2689
17 C -1.2306 1.2868 -1.2356
18 H 2.0384 0.7434 -0.7684
19 N -0.0464 0.4323 -1.0293
20 C 0.1732 0.3613 1.4192

Computed properties:
- Structure (SMILES): CN[C@H](C)CO.O
- Maximum force: 0.0355 Eh/bohr
- Lowest unoccupied orbital energy: 0.759 eV
- Energy above the lowest of the compared OMol25 structures with the same formula, charge and spin: 92.6 kJ/mol
- HOMO level: -9.07 eV
- Total charge: 0

Here are the natural (NBO) charges for atoms 1 to 8, given in e: atom 1 (H): 0.459, atom 2 (C): -0.651, atom 3 (H): 0.182, atom 4 (H): 0.190, atom 5 (H): 0.204, atom 6 (C): -0.078, atom 7 (H): 0.366, atom 8 (H): 0.208

[5]
The following is a DFT calculation (the ωB97M-V functional and the def2-TZVPD basis) of 2 unconnected molecules or ions with the total composition C4H13NO2 at a distorted geometry.

Positions of all 20 atoms, in Å:
1 H 0.9244 -0.1464 -1.4188
2 H 1.4538 -2.3058 0.5746
3 C -0.7475 1.9379 -0.5527
4 C 0.6807 -2.3634 -0.1983
5 H -0.2695 -0.5560 0.6282
6 H 0.1549 -3.2591 0.0716
7 C -0.9833 0.8861 -1.6580
8 O 1.9580 0.4443 3.5951
9 C -0.0994 -0.4615 -1.4544
10 N -0.3036 -1.1798 -0.1960
11 O -1.1562 1.3372 0.6918
12 H 0.2490 2.1688 -0.2672
13 H -2.0245 0.6696 -1.7142
14 H -0.2399 -1.1961 -2.2586
15 H -1.2931 2.8263 -0.6561
16 H 1.1512 0.3978 3.1936
17 H -0.4393 1.2934 -2.5550
18 H -2.1177 1.1618 0.7259
19 H 1.8339 0.6927 4.5563
20 H 1.2680 -2.3479 -1.1080

Computed properties:
- Structure (SMILES): CNCCCO.O
- Maximum force: 0.0946 Eh/bohr
- Lowest unoccupied orbital energy: 0.798 eV
- Energy above the lowest of the compared OMol25 structures with the same formula, charge and spin: 193.0 kJ/mol
- HOMO level: -8.33 eV
- Total charge: 0

Here are the natural (NBO) charges for atoms 1 to 8, given in e: atom 1 (H): 0.152, atom 2 (H): 0.189, atom 3 (C): -0.065, atom 4 (C): -0.434, atom 5 (H): 0.386, atom 6 (H): 0.200, atom 7 (C): -0.432, atom 8 (O): -0.940

[6]
The following is a DFT calculation (the ωB97M-V functional and the def2-TZVPD basis) of 2 unconnected molecules or ions with the total composition C4H13NO2 at a distorted geometry.

Positions of all 20 atoms, in Å:
1 H 2.2889 1.0388 1.8048
2 C -0.9574 1.2548 0.3509
3 C -1.7591 -0.0352 0.9733
4 O -1.8873 -1.0016 -0.1448
5 H 1.0972 1.8290 0.1021
6 H 0.4648 -1.1570 -0.4077
7 C 1.2234 0.6615 1.7781
8 H -2.6198 -0.5453 -0.6004
9 H -1.2079 2.1666 0.8770
10 H -2.7900 0.2726 1.1338
11 N 0.9139 -0.2138 -0.4883
12 O 0.8970 -1.7367 -3.7861
13 H 1.6324 -1.9538 -3.1393
14 H -1.2771 1.3465 -0.6557
15 H 0.7362 1.1949 2.6813
16 C 0.5754 0.9029 0.4238
17 H -1.4919 -0.6638 1.9098
18 H 1.0424 -2.3543 -4.4737
19 H 1.9097 -0.5519 -0.4223
20 H 1.2090 -0.4541 2.0834

Computed properties:
- Structure (SMILES): C[C@@H](N)CCO.O
- Maximum force: 0.0900 Eh/bohr
- Lowest unoccupied orbital energy: 0.928 eV
- Energy above the lowest of the compared OMol25 structures with the same formula, charge and spin: 195.2 kJ/mol
- HOMO level: -8.79 eV
- Total charge: 0

Here are the natural (NBO) charges for atoms 1 to 8, given in e: atom 1 (H): 0.215, atom 2 (C): -0.408, atom 3 (C): -0.097, atom 4 (O): -0.733, atom 5 (H): 0.186, atom 6 (H): 0.384, atom 7 (C): -0.635, atom 8 (H): 0.460

[7]
The following is a DFT calculation (the ωB97M-V functional and the def2-TZVPD basis) of 2 unconnected molecules or ions with the total composition C4H13NO2 at a distorted geometry.

Positions of all 20 atoms, in Å:
1 H 0.3082 -2.9086 -1.0053
2 H 1.6844 -0.6349 0.6343
3 H -0.3266 -0.0100 1.6385
4 N -0.7310 0.7448 -0.2205
5 C -0.3842 -0.4885 0.5830
6 H 2.0667 -2.5037 -0.9976
7 C 0.3807 1.7461 -0.0032
8 O 1.6474 1.3824 -0.6545
9 C 0.9071 -1.3836 0.4625
10 H -1.2953 -1.1403 0.7045
11 H 2.2045 0.8006 -0.0942
12 H 0.0668 2.6418 -0.4928
13 H 1.0376 -2.1154 1.2870
14 H -0.7276 0.5887 -1.2383
15 H 0.9777 -1.4962 -1.9180
16 O -3.3764 1.2846 0.3992
17 H -2.4396 1.3110 0.5377
18 H -3.6178 2.2107 0.3122
19 H 0.5299 2.0292 1.0051
20 C 1.0873 -2.0586 -0.9399

Computed properties:
- Structure (SMILES): CCCNCO.O
- Maximum force: 0.0652 Eh/bohr
- Lowest unoccupied orbital energy: 0.823 eV
- Energy above the lowest of the compared OMol25 structures with the same formula, charge and spin: 148.5 kJ/mol
- HOMO level: -9.76 eV
- Total charge: 0

Here are the natural (NBO) charges for atoms 1 to 8, given in e: atom 1 (H): 0.205, atom 2 (H): 0.161, atom 3 (H): 0.183, atom 4 (N): -0.644, atom 5 (C): -0.238, atom 6 (H): 0.212, atom 7 (C): 0.073, atom 8 (O): -0.744

[8]
The following is a DFT calculation (the ωB97M-V functional and the def2-TZVPD basis) of 3 unconnected molecules or ions with the total composition C4H13NO2 at a distorted geometry.

Positions of all 20 atoms, in Å:
1 C 0.6306 1.0900 -2.5490
2 H -1.1552 -4.4776 4.4484
3 N 0.5366 0.5087 -0.0931
4 H 0.3799 1.9761 -3.1174
5 C 2.2021 1.0933 -2.4160
6 O -1.4460 -0.7101 2.0089
7 H 0.1418 0.7554 0.7859
8 H -1.6407 1.8272 -0.0473
9 H -2.3541 -0.6640 1.6906
10 H 2.6536 0.1144 -2.5038
11 H 0.5196 -0.4650 -0.3495
12 H 2.2770 1.7981 -1.5893
13 H 2.5599 1.7726 -3.1937
14 H 0.1827 0.1993 -2.9997
15 C -0.0547 1.1573 -1.2053
16 O -0.8214 -5.0573 5.1422
17 H -0.3208 -4.4576 5.7039
18 H -1.5457 -1.0544 2.9035
19 H -1.6004 2.6908 -1.6018
20 C -1.1448 1.9028 -1.0174

Computed properties:
- Structure (SMILES): C=C(N)CC.O.O
- Maximum force: 0.0571 Eh/bohr
- Lowest unoccupied orbital energy: 0.192 eV
- Energy above the lowest of the compared OMol25 structures with the same formula, charge and spin: 156.8 kJ/mol
- HOMO level: -8.26 eV
- Total charge: 0

Here are the natural (NBO) charges for atoms 1 to 8, given in e: atom 1 (C): -0.445, atom 2 (H): 0.464, atom 3 (N): -0.826, atom 4 (H): 0.219, atom 5 (C): -0.625, atom 6 (O): -0.940, atom 7 (H): 0.391, atom 8 (H): 0.176

[9]
The following is a DFT calculation (the ωB97M-V functional and the def2-TZVPD basis) of 3 unconnected molecules or ions with the total composition C4H13NO2 at a distorted geometry.

Positions of all 20 atoms, in Å:
1 O -5.0533 0.0682 -0.7353
2 H -1.0893 -4.4886 4.8755
3 C 1.8320 -0.1090 -1.6593
4 H 3.4708 -1.2090 -1.9791
5 H 3.5444 -0.5389 -0.5753
6 O -0.5160 -3.8951 5.3867
7 H -1.3341 2.0436 0.6156
8 H 2.2751 1.6101 -0.7421
9 C -0.2673 1.9570 0.3969
10 H -0.7940 -3.0243 5.0827
11 H 1.5921 -0.2931 -2.6948
12 C 1.3831 1.3649 -1.3475
13 H -5.6925 -0.0542 -0.0159
14 H 0.5466 2.4023 0.9913
15 N 3.3006 -0.3087 -1.5424
16 C 0.0215 1.3359 -0.7448
17 H 1.2160 -0.8147 -1.0668
18 H -0.8552 0.9617 -1.3157
19 H 1.4947 1.9562 -2.2527
20 H -5.0753 1.0354 -0.6768

Computed properties:
- Structure (SMILES): C=CCCN.O.O
- Maximum force: 0.0591 Eh/bohr
- Lowest unoccupied orbital energy: 0.700 eV
- Energy above the lowest of the compared OMol25 structures with the same formula, charge and spin: 178.1 kJ/mol
- HOMO level: -9.56 eV
- Total charge: 0

Here are the natural (NBO) charges for atoms 1 to 8, given in e: atom 1 (O): -0.921, atom 2 (H): 0.467, atom 3 (C): -0.206, atom 4 (H): 0.351, atom 5 (H): 0.346, atom 6 (O): -0.933, atom 7 (H): 0.199, atom 8 (H): 0.220

[10]
The following is a DFT calculation (the ωB97M-V functional and the def2-TZVPD basis) of 3 unconnected molecules or ions with the total composition C4H13NO2 at a distorted geometry.

Positions of all 20 atoms, in Å:
1 H -1.8062 3.7388 -0.0752
2 H -2.0426 -6.2144 2.3946
3 C -0.8137 3.3198 -0.0325
4 C 2.1596 -0.3558 0.2281
5 H 0.0344 -0.3255 -0.1270
6 H 0.4869 0.3662 1.3665
7 H 1.4235 2.3921 0.1282
8 H 2.4916 -0.3907 -0.8311
9 C 0.7887 0.3276 0.3188
10 H -0.7703 -6.6868 1.7428
11 O -2.4525 0.5849 -2.1607
12 N -0.5777 2.1846 -0.5173
13 O -1.5010 -7.0062 2.2918
14 H -1.7172 1.0246 -1.6985
15 H -0.0487 3.9453 0.4459
16 H 2.9117 0.2229 0.7665
17 C 0.7851 1.6650 -0.3895
18 H -2.5938 1.0992 -2.9616
19 H 2.0753 -1.4028 0.5084
20 H 1.1669 1.5112 -1.3980

Computed properties:
- Structure (SMILES): C=NCCC.O.O
- Maximum force: 0.0246 Eh/bohr
- Lowest unoccupied orbital energy: 0.871 eV
- Energy above the lowest of the compared OMol25 structures with the same formula, charge and spin: 93.7 kJ/mol
- HOMO level: -10.30 eV
- Total charge: 0

Here are the natural (NBO) charges for atoms 1 to 8, given in e: atom 1 (H): 0.178, atom 2 (H): 0.467, atom 3 (C): -0.034, atom 4 (C): -0.604, atom 5 (H): 0.212, atom 6 (H): 0.202, atom 7 (H): 0.169, atom 8 (H): 0.199

[11]
The following is a DFT calculation (the ωB97M-V functional and the def2-TZVPD basis) of 2 unconnected molecules or ions with the total composition C4H13NO2 at a distorted geometry.

Positions of all 20 atoms, in Å:
1 H 1.2265 -1.6467 -1.8799
2 H -1.8260 0.8810 1.0898
3 H 4.1275 -0.2527 4.4439
4 O 0.8181 0.1391 0.1668
5 H 1.6605 0.4236 -0.1028
6 H -0.8499 -1.2209 0.3293
7 H -0.2343 1.1211 -1.2830
8 H 5.4390 0.1236 5.2813
9 H 1.1446 -0.1321 -2.7751
10 H -1.8787 -1.0755 -1.2322
11 H -0.2046 -1.4570 -2.5283
12 C -0.0424 0.0651 -1.0121
13 C -1.2953 -0.5852 -0.4064
14 C 0.5701 -0.7894 -2.1295
15 H -3.1925 0.0050 0.6573
16 C -2.2252 0.5176 0.1779
17 H -3.3901 1.0759 -1.5119
18 N -2.7447 1.3787 -0.8208
19 H -2.0364 1.9902 -1.3005
20 O 4.9338 -0.5614 4.8361

Computed properties:
- Structure (SMILES): C[C@H](O)CCN.O
- Maximum force: 0.0959 Eh/bohr
- Lowest unoccupied orbital energy: 0.747 eV
- Energy above the lowest of the compared OMol25 structures with the same formula, charge and spin: 167.3 kJ/mol
- HOMO level: -8.96 eV
- Total charge: 0

Here are the natural (NBO) charges for atoms 1 to 8, given in e: atom 1 (H): 0.229, atom 2 (H): 0.208, atom 3 (H): 0.477, atom 4 (O): -0.741, atom 5 (H): 0.461, atom 6 (H): 0.229, atom 7 (H): 0.158, atom 8 (H): 0.477

[12]
The following is a DFT calculation (the ωB97M-V functional and the def2-TZVPD basis) of a molecular structure, C4H13NO2 at a distorted geometry.

Positions of all 20 atoms, in Å:
1 H 0.9855 -1.6438 0.9306
2 H -0.6812 0.0731 -0.9703
3 H 1.6467 2.1206 1.8393
4 H 1.7476 -0.3525 -1.7083
5 O -2.8820 0.7776 -1.3007
6 H 3.8708 -1.3007 -1.2101
7 C 1.8998 -0.8379 -0.7318
8 C 0.7937 -0.9408 0.1241
9 H 2.1836 2.4227 0.3360
10 H -4.1795 -0.3574 0.7317
11 H -1.2279 -1.3090 0.0087
12 O -3.3544 0.0793 0.9724
13 N 2.3205 1.8261 1.1535
14 H 2.0374 0.8910 0.8009
15 H -1.0422 0.2226 0.8015
16 H -3.1462 0.3383 -0.1744
17 C -0.5769 -0.3741 0.0202
18 C 3.1781 -1.2346 -0.4178
19 H 3.4074 -1.6237 0.5682
20 H -3.7726 1.0360 -1.5637

Computed properties:
- Maximum force: 0.0633 Eh/bohr
- Lowest unoccupied orbital energy: -3.905 eV
- Energy above the lowest of the compared OMol25 structures with the same formula, charge and spin: 589.0 kJ/mol
- HOMO level: -7.12 eV
- Total charge: 0

Here are the natural (NBO) charges for atoms 1 to 8, given in e: atom 1 (H): 0.197, atom 2 (H): 0.285, atom 3 (H): 0.371, atom 4 (H): 0.252, atom 5 (O): -1.153, atom 6 (H): 0.221, atom 7 (C): -0.372, atom 8 (C): 0.255